[1]
ORCA calculation (ωB97M-V/def2-TZVPD) on a structure of composition C32H40BF28O16Sn in a non-equilibrium geometry.

Properties
total charge	+1
Kohn-Sham gap	7.1	eV
relative energy (zero: lowest compared OMol25 entry of this formula, charge and spin)	0.00	kJ/mol
M	1342.12	g mol⁻¹
spin multiplicity	1

Last column: Löwdin charge in e.
Geometry (Å):
Sn -16.18 -6.11 6.43  1.9460
B -16.70 -4.25 8.75  -1.4106
F -17.02 -3.38 9.77  0.1874
F -15.45 -4.84 8.95  0.1077
F -17.69 -5.24 8.68  0.0654
F -16.78 -3.63 7.47  0.0510
C -10.92 -4.96 8.48  -0.0367
C -11.86 -5.73 9.39  -0.1533
O -11.78 -7.13 9.03  0.0684
C -12.72 -7.74 8.39  -0.3868
O -13.73 -7.23 7.96  0.0469
C -12.42 -9.23 8.21  -0.5423
F -11.14 -9.51 8.33  0.2148
F -13.10 -9.92 9.14  0.1613
F -12.90 -9.63 7.03  0.1737
H -10.91 -3.91 8.77  0.0866
H -11.20 -4.97 7.43  0.0661
H -9.90 -5.34 8.56  0.0953
H -12.88 -5.39 9.21  0.1064
H -11.60 -5.61 10.44  0.1340
C -19.76 -5.25 10.93  -0.0434
C -19.95 -5.85 12.33  -0.1658
O -20.58 -7.13 12.17  0.0580
C -19.78 -8.16 11.98  -0.4013
O -18.59 -8.19 12.09  0.1588
C -20.57 -9.47 11.77  -0.5264
F -21.85 -9.40 12.13  0.1777
F -20.43 -9.80 10.47  0.1545
F -20.02 -10.44 12.51  0.1677
H -20.72 -5.12 10.43  0.0761
H -19.11 -5.93 10.37  0.0708
H -19.17 -4.34 10.94  0.0602
H -20.63 -5.27 12.94  0.1323
H -18.95 -5.84 12.77  0.1226
C -14.06 -7.43 11.91  -0.0324
C -15.26 -7.24 11.00  -0.1840
O -15.79 -8.52 10.68  0.0690
C -16.42 -8.72 9.56  -0.3827
O -16.74 -7.85 8.79  0.0418
C -16.68 -10.22 9.30  -0.5590
F -17.78 -10.39 8.58  0.1898
F -15.66 -10.69 8.57  0.1612
F -16.75 -10.91 10.43  0.2095
H -13.41 -8.22 11.51  0.0804
H -14.42 -7.84 12.86  0.0898
H -13.58 -6.47 12.09  0.0844
H -14.89 -6.84 10.05  0.0808
H -15.95 -6.49 11.38  0.1428
C -18.85 -4.61 1.14  -0.0492
C -18.25 -4.51 2.53  -0.1912
O -17.37 -3.38 2.59  0.0771
C -16.66 -3.18 3.67  -0.3602
O -16.75 -3.85 4.67  0.0174
C -15.70 -1.97 3.61  -0.5284
F -16.12 -0.94 4.34  0.1904
F -14.52 -2.36 4.14  0.1656
F -15.49 -1.55 2.38  0.2130
H -18.25 -5.17 0.42  0.0824
H -19.16 -3.67 0.70  0.0886
H -19.76 -5.23 1.19  0.0887
H -17.82 -5.49 2.75  0.1277
H -19.08 -4.38 3.23  0.1194
C -16.95 -0.52 8.19  -0.0510
C -17.52 0.43 9.25  -0.1708
O -17.47 -0.13 10.57  0.0483
C -18.44 -0.98 10.90  -0.3850
O -19.42 -1.24 10.27  0.1582
C -18.31 -1.48 12.35  -0.5459
F -17.19 -1.03 12.93  0.1695
F -19.34 -1.07 13.09  0.1851
F -18.29 -2.81 12.38  0.1575
H -16.90 0.01 7.24  0.0678
H -17.49 -1.46 8.15  0.0471
H -15.92 -0.77 8.45  0.0746
H -18.57 0.66 9.05  0.1280
H -16.94 1.34 9.24  0.1288
C -21.10 -3.24 8.42  -0.0453
C -20.66 -4.38 7.51  -0.2068
O -21.83 -5.07 7.10  0.0585
C -21.94 -5.41 5.82  -0.3740
O -21.11 -5.18 4.98  0.1332
C -23.20 -6.25 5.52  -0.5788
F -22.84 -7.33 4.85  0.1873
F -23.79 -6.63 6.64  0.1836
F -24.03 -5.51 4.80  0.1940
H -20.23 -2.76 8.88  0.0564
H -21.80 -3.61 9.16  0.0818
H -21.59 -2.50 7.79  0.0844
H -19.88 -4.99 7.97  0.1059
H -20.14 -3.89 6.69  0.0936
C -19.29 -1.14 5.90  -0.0481
C -19.17 -0.20 4.72  -0.1908
O -18.42 0.97 5.03  0.0385
C -18.95 1.95 5.73  -0.4056
O -20.11 2.08 6.00  0.1892
C -17.89 3.00 6.11  -0.5523
F -18.32 3.78 7.08  0.1905
F -16.75 2.42 6.49  0.1502
F -17.58 3.77 5.06  0.1772
H -20.00 -0.69 6.59  0.0914
H -18.38 -1.49 6.38  0.0493
H -19.79 -2.02 5.48  0.0771
H -20.17 -0.10 4.31  0.1358
H -18.61 -0.67 3.91  0.1078
C -13.12 -0.90 7.15  -0.0332
C -13.17 -2.43 7.11  -0.1840
O -12.36 -2.83 6.00  0.0507
C -12.66 -3.93 5.35  -0.4190
O -13.52 -4.69 5.71  0.0542
C -11.78 -4.16 4.11  -0.5583
F -12.49 -4.68 3.11  0.1838
F -11.23 -3.04 3.67  0.2000
F -10.77 -4.99 4.42  0.1759
H -13.57 -0.55 6.22  0.0803
H -12.06 -0.62 7.14  0.0901
H -13.65 -0.44 7.97  0.0771
H -14.22 -2.66 6.92  0.1112
H -12.85 -2.88 8.05  0.1190



[2]
ORCA calculation (ωB97M-V/def2-TZVPD) on a structure of composition C44H55ClNO9P3STi in a non-equilibrium geometry.

Properties
total charge	+1
<S²>	0.75
Kohn-Sham gap (spin up / spin down)	6.2 / 6.2	eV
relative energy (zero: lowest compared OMol25 entry of this formula, charge and spin)	190.10	kJ/mol
M	950.23	g mol⁻¹
spin multiplicity	2

Last column: Löwdin charge in e.
Geometry (Å):
Ti -5.27 -18.80 -7.66  1.0168
O -6.86 -21.47 -9.15  -0.2734
S -5.61 -21.80 -8.57  0.5393
O -4.49 -22.06 -9.43  -0.2750
O -5.23 -20.75 -7.49  -0.4923
C -5.90 -23.24 -7.55  -0.2782
C -7.03 -23.92 -7.92  -0.0741
C -7.48 -24.99 -7.15  -0.0500
C -6.77 -25.31 -5.99  -0.0664
C -5.61 -24.66 -5.71  -0.1158
C -5.20 -23.54 -6.37  -0.3266
P -3.86 -22.40 -5.66  1.1532
C -2.97 -23.43 -4.33  -0.3244
C -2.16 -24.59 -4.55  -0.0500
C -1.48 -25.24 -3.49  -0.0809
C -1.72 -24.82 -2.21  -0.0831
C -2.44 -23.62 -1.97  -0.0795
C -3.10 -22.97 -3.00  -0.1205
C -2.48 -22.60 -6.95  -0.3438
C -2.31 -23.69 -7.81  -0.1006
C -1.02 -23.93 -8.27  -0.0749
C 0.05 -23.12 -7.88  -0.0994
C -0.16 -21.97 -7.18  -0.0956
C -1.43 -21.71 -6.65  -0.1095
H -7.63 -23.54 -8.78  0.1315
H -8.39 -25.53 -7.42  0.1140
H -7.12 -26.12 -5.36  0.1142
H -5.10 -24.89 -4.82  0.0915
H -2.02 -24.97 -5.55  0.0929
H -0.99 -26.16 -3.67  0.0906
H -1.42 -25.49 -1.35  0.1240
H -2.65 -23.31 -0.97  0.0955
H -3.71 -22.18 -2.69  0.0614
H -3.12 -24.33 -8.21  0.1210
H -0.88 -24.82 -8.97  0.1300
H 1.09 -23.29 -8.17  0.1123
H 0.68 -21.38 -6.89  0.1002
H -1.66 -20.92 -5.98  0.0671
C -10.24 -20.44 -4.70  -0.2789
P -8.44 -20.22 -5.05  0.9094
C -7.85 -21.93 -4.71  -0.2767
C -7.82 -19.39 -3.54  -0.4235
C -6.28 -19.51 -3.41  -0.3989
P -5.31 -18.69 -4.72  0.8802
C -3.59 -19.27 -4.26  -0.2453
C -5.40 -17.00 -4.20  -0.2767
H -10.75 -20.82 -5.53  0.0071
H -10.67 -19.47 -4.47  0.0351
H -10.45 -21.04 -3.81  0.0454
H -8.21 -22.51 -3.87  0.0579
H -6.74 -21.93 -4.61  0.0135
H -8.00 -22.50 -5.62  0.0224
H -8.32 -19.76 -2.71  0.0583
H -8.11 -18.39 -3.53  0.0463
H -5.98 -20.57 -3.43  0.0519
H -6.04 -19.08 -2.40  0.1104
H -3.04 -19.74 -5.10  -0.0126
H -3.78 -20.03 -3.55  -0.0185
H -2.96 -18.46 -3.74  0.0680
H -4.90 -16.36 -4.92  0.0333
H -6.43 -16.62 -4.21  0.0557
H -5.04 -16.86 -3.21  0.0396
C -4.81 -15.72 -8.53  -0.0197
O -5.61 -16.72 -7.92  -0.3176
C -6.98 -16.33 -7.94  -0.1132
C -7.64 -17.57 -7.29  -0.2276
O -7.38 -18.69 -8.08  -0.2930
C -8.33 -19.06 -9.17  0.0330
H -5.37 -15.24 -9.31  0.0993
H -3.91 -16.19 -9.04  0.1255
H -4.49 -15.12 -7.72  0.0889
H -7.23 -16.22 -8.98  0.1233
H -7.17 -15.53 -7.24  0.1426
H -8.68 -17.41 -6.99  0.1508
H -7.15 -17.76 -6.45  -0.0039
H -7.82 -19.58 -9.93  0.0541
H -8.75 -18.15 -9.51  0.0951
H -9.10 -19.67 -8.73  0.1010
C 2.18 -12.80 -5.95  -0.0528
O 1.17 -13.84 -5.94  -0.1119
C 0.36 -13.97 -4.82  -0.2018
C 0.50 -13.32 -3.61  -0.0112
C -0.33 -13.65 -2.53  -0.0492
C -1.13 -14.80 -2.55  -0.0490
C -1.32 -15.42 -3.79  -0.0017
C -0.61 -14.98 -4.92  -0.1665
N -0.65 -15.72 -6.09  0.1226
C -1.49 -16.72 -6.49  0.0436
C -1.30 -17.64 -7.49  -0.1176
C -0.01 -17.68 -8.21  0.0089
C 0.10 -18.47 -9.31  -0.0652
C -0.99 -19.34 -9.59  0.0289
C -2.24 -19.27 -8.92  0.0274
C -2.37 -18.51 -7.82  -0.3643
O -3.50 -18.37 -7.20  -0.2155
H 2.61 -12.73 -6.94  0.0863
H 2.95 -13.14 -5.21  0.1093
H 1.76 -11.77 -5.64  0.1236
H 1.24 -12.56 -3.44  0.1135
H -0.24 -13.02 -1.68  0.1026
H -1.78 -15.04 -1.74  0.1000
H -2.00 -16.23 -4.05  0.0808
H 0.07 -15.59 -6.82  0.1455
H -2.44 -16.85 -5.80  0.1609
H 0.78 -17.02 -7.80  0.1199
H 1.11 -18.56 -9.74  0.1250
H -0.81 -19.93 -10.44  0.1078
H -3.13 -19.85 -9.25  0.1196
Cl -6.89 -19.45 -13.17  0.5705
C -5.55 -19.41 -11.96  -0.4426
C -5.86 -18.48 -10.74  -0.6592
O -6.56 -17.50 -10.85  0.0414
O -5.27 -18.83 -9.63  -0.1545
H -4.67 -18.83 -12.34  0.1077
H -5.33 -20.37 -11.63  0.0336



Among the records above, which one has the highest M?
C32H40BF28O16Sn



Look up the spin multiplicity of the second one.
2



What is the total charge in the second record?
+1